1.
Here is a cluster of 2 separate species, CBr2N2 in total in a non-equilibrium geometry from the Open Molecules 2025 dataset. Energies are from wB97M-V/def2-TZVPD.

- Strongest force on any atom: 0.0786 Eh/bohr
- Spin multiplicity: 3
- Energy above the lowest of the compared OMol25 structures with the same formula, charge and spin: 0.0 kcal per mole
- Highest occupied orbital energy (spin up / spin down): -10.75 / -10.45 eV
- Orbital gap (spin up / spin down): 10.1694 / 7.2863 eV
- E_LUMO (spin up / spin down): -0.5758 / -3.1622 eV
- Expectation value of S²: 2.0201

Last column: Mulliken spin population.
CARTESIAN COORDINATES (ANGSTROEM)
C (0.280, 0.377, -0.084)  -0.13
N (-0.833, 0.409, -0.331)  0.36
N (1.507, 0.380, 0.425)  0.65
Br (2.788, -0.788, -0.027)  0.14
Br (-3.741, -0.378, 0.017)  0.98

Atomic forces in eV per Å
3.82 -0.94 0.93
-2.72 0.19 -0.77
-0.89 1.06 0.27
-0.26 -0.33 -0.41
0.05 0.02 -0.02


2.
Here is a structure of composition CBr2N2O in a non-equilibrium geometry from the Open Molecules 2025 dataset. Energies are from wB97M-V/def2-TZVPD.

- Strongest force on any atom: 0.0399 Eh/bohr
- Spin multiplicity: 1
- Energy above the lowest of the compared OMol25 structures with the same formula, charge and spin: 58.3 kcal per mole
- Highest occupied orbital energy (spin up / spin down): -8.42 / -8.42 eV
- Orbital gap (spin up / spin down): 7.3725 / 7.3748 eV
- E_LUMO (spin up / spin down): -1.0441 / -1.0432 eV

Last column: natural (NBO) charge in e.
CARTESIAN COORDINATES (ANGSTROEM)
C (0.830, 0.552, 0.513)  -0.37
N (-0.644, -0.367, 0.054)  -0.05
N (-1.332, -0.110, -0.800)  0.49
O (-2.006, -0.079, -1.743)  -0.27
Br (0.983, 0.436, 2.321)  0.13
Br (2.169, -0.431, -0.346)  0.08

Atomic forces in eV per Å
0.10 1.54 -1.13
-0.95 0.25 -0.03
0.99 -1.63 0.75
-1.02 0.76 -1.00
0.08 -0.24 1.92
0.80 -0.67 -0.51


3.
Here is a cluster of 2 separate species, CBr2OS in total in a non-equilibrium geometry from the Open Molecules 2025 dataset. Energies are from wB97M-V/def2-TZVPD.

- Strongest force on any atom: 0.0508 Eh/bohr
- Spin multiplicity: 1
- Energy above the lowest of the compared OMol25 structures with the same formula, charge and spin: 112.2 kcal per mole
- Highest occupied orbital energy (spin up / spin down): -9.64 / -9.64 eV
- Orbital gap (spin up / spin down): 6.3374 / 6.3386 eV
- E_LUMO (spin up / spin down): -3.3009 / -3.2995 eV

Last column: natural (NBO) charge in e.
CARTESIAN COORDINATES (ANGSTROEM)
C (-0.442, -0.894, 0.215)  -0.46
O (0.262, 1.375, 0.102)  -0.84
S (0.819, 0.071, -0.166)  1.20
Br (-1.182, -2.535, 0.019)  0.31
Br (-2.620, 1.092, -0.014)  -0.22

Atomic forces in eV per Å
-1.32 0.10 -1.04
1.34 2.22 -0.35
-1.93 -1.12 0.94
0.46 0.40 0.15
1.45 -1.59 0.31


4.
Here is a cluster of 2 separate species, CBrClNO2P in total in a non-equilibrium geometry from the Open Molecules 2025 dataset. Energies are from wB97M-V/def2-TZVPD.

- Strongest force on any atom: 0.0838 Eh/bohr
- Spin multiplicity: 1
- Energy above the lowest of the compared OMol25 structures with the same formula, charge and spin: 62.3 kcal per mole
- Highest occupied orbital energy (spin up / spin down): -9.89 / -9.85 eV
- Orbital gap (spin up / spin down): 6.6458 / 6.5908 eV
- E_LUMO (spin up / spin down): -3.2392 / -3.2582 eV

Last column: natural (NBO) charge in e.
CARTESIAN COORDINATES (ANGSTROEM)
C (-0.067, -1.711, -0.658)  0.54
N (0.317, -2.477, 0.153)  -0.52
O (-1.262, 1.739, 1.110)  -0.94
O (-0.633, -0.839, -1.261)  -0.61
P (-0.242, 1.090, 0.339)  1.65
Cl (0.602, 1.908, -1.241)  -0.14
Br (1.285, 0.290, 1.559)  0.01

Atomic forces in eV per Å
0.66 -2.92 3.10
0.49 0.16 -0.92
-1.37 0.47 -0.04
-0.86 3.98 -0.48
1.18 -1.43 -1.55
-0.20 0.31 0.08
0.11 -0.56 -0.19


5.
Here is a cluster of 2 separate species, CBrF3S2 in total in a non-equilibrium geometry from the Open Molecules 2025 dataset. Energies are from wB97M-V/def2-TZVPD.

- Strongest force on any atom: 0.0328 Eh/bohr
- Spin multiplicity: 1
- Energy above the lowest of the compared OMol25 structures with the same formula, charge and spin: 23.3 kcal per mole
- Highest occupied orbital energy (spin up / spin down): -8.86 / -8.71 eV
- Orbital gap (spin up / spin down): 4.1265 / 3.9560 eV
- E_LUMO (spin up / spin down): -4.7335 / -4.7522 eV

Last column: natural (NBO) charge in e.
CARTESIAN COORDINATES (ANGSTROEM)
C (-0.367, -0.137, 0.155)  0.79
F (0.038, -1.223, 0.798)  -0.32
F (0.512, 0.251, -0.790)  -0.34
F (-1.453, -0.609, -0.560)  -0.34
S (-0.603, 1.301, 1.212)  -0.11
S (3.960, 3.236, -0.108)  0.02
Br (2.617, 1.832, 0.676)  0.29

Atomic forces in eV per Å
-1.43 0.18 -0.88
0.93 -0.13 0.24
0.52 -0.78 -0.16
0.37 1.03 0.72
0.49 -0.13 -0.19
-0.65 -0.40 0.29
-0.22 0.22 -0.02


6.
Here is a structure of composition CBrI3S in a non-equilibrium geometry from the Open Molecules 2025 dataset. Energies are from wB97M-V/def2-TZVPD.

- Strongest force on any atom: 0.0402 Eh/bohr
- Spin multiplicity: 1
- Energy above the lowest of the compared OMol25 structures with the same formula, charge and spin: 29.5 kcal per mole
- Highest occupied orbital energy (spin up / spin down): -8.05 / -8.65 eV
- Orbital gap (spin up / spin down): 6.0564 / 6.9532 eV
- E_LUMO (spin up / spin down): -1.9980 / -1.6956 eV

Last column: natural (NBO) charge in e.
CARTESIAN COORDINATES (ANGSTROEM)
C (-0.058, 0.261, 1.121)  -0.78
S (-0.322, -1.528, -1.950)  -0.19
Br (1.353, -0.842, -2.945)  -0.02
I (-1.192, 0.666, -0.561)  0.51
I (1.449, 1.717, 1.537)  0.24
I (-1.230, -0.274, 2.799)  0.24

Atomic forces in eV per Å
-0.36 1.04 0.45
-1.46 -1.26 0.59
1.69 0.67 -0.98
0.08 0.32 0.47
-0.35 -0.67 -0.20
0.40 -0.11 -0.33


7.
Here is a cluster of 2 separate species, CBrN3O in total in a non-equilibrium geometry from the Open Molecules 2025 dataset. Energies are from wB97M-V/def2-TZVPD.

- Strongest force on any atom: 0.0603 Eh/bohr
- Spin multiplicity: 1
- SMILES string: [O-][N+]#CBr.N#N
- Energy above the lowest of the compared OMol25 structures with the same formula, charge and spin: 8.3 kcal per mole
- Highest occupied orbital energy (spin up / spin down): -9.79 / -9.79 eV
- Orbital gap (spin up / spin down): 9.2655 / 9.2649 eV
- E_LUMO (spin up / spin down): -0.5215 / -0.5216 eV

Last column: natural (NBO) charge in e.
CARTESIAN COORDINATES (ANGSTROEM)
O (1.080, 2.163, -0.034)  -0.37
N (0.110, 1.474, -0.008)  0.17
C (-0.572, 0.509, 0.072)  0.01
Br (-2.348, -0.059, 0.023)  0.18
N (0.629, -1.587, -0.227)  -0.02
N (1.101, -2.502, 0.174)  0.03

Atomic forces in eV per Å
0.30 0.86 -0.14
-0.38 -2.11 0.33
-1.59 1.78 -0.04
1.21 0.29 0.02
1.41 -2.70 0.56
-0.95 1.89 -0.72


8.
Here is a cluster of 2 separate species, CCl2F2O in total in a non-equilibrium geometry from the Open Molecules 2025 dataset. Energies are from wB97M-V/def2-TZVPD.

- Strongest force on any atom: 0.1082 Eh/bohr
- Spin multiplicity: 1
- Energy above the lowest of the compared OMol25 structures with the same formula, charge and spin: 50.3 kcal per mole
- Highest occupied orbital energy: -9.31 eV
- Orbital gap: 8.8860 eV
- E_LUMO: -0.4223 eV

Last column: natural (NBO) charge in e.
CARTESIAN COORDINATES (ANGSTROEM)
C (0.226, 0.537, -0.308)  0.83
O (-0.149, -0.874, 1.063)  -0.69
F (-0.414, 1.597, 0.227)  -0.28
F (-0.336, 0.161, -1.361)  -0.25
Cl (1.881, 0.513, -0.293)  0.12
Cl (-1.208, -1.935, 0.672)  0.27

Atomic forces in eV per Å
-1.80 -0.72 4.42
3.04 4.54 -1.06
1.18 -1.30 -0.63
-1.04 -0.76 -1.73
0.94 0.32 0.14
-2.32 -2.08 -1.14


9.
Here is a cluster of 2 separate species, CCl2F3PS in total in a non-equilibrium geometry from the Open Molecules 2025 dataset. Energies are from wB97M-V/def2-TZVPD.

- Strongest force on any atom: 0.0427 Eh/bohr
- Spin multiplicity: 1
- Energy above the lowest of the compared OMol25 structures with the same formula, charge and spin: 64.2 kcal per mole
- Highest occupied orbital energy (spin up / spin down): -9.31 / -9.10 eV
- Orbital gap (spin up / spin down): 7.8889 / 6.1506 eV
- E_LUMO (spin up / spin down): -1.4256 / -2.9462 eV

Last column: natural (NBO) charge in e.
CARTESIAN COORDINATES (ANGSTROEM)
C (-1.675, -0.472, -0.171)  1.05
F (-1.827, 0.593, -0.909)  -0.31
F (-2.856, -0.542, 0.444)  -0.30
F (-1.207, -1.488, -0.881)  -0.29
P (1.590, 0.983, 0.112)  0.63
S (0.491, 0.093, 1.584)  -0.25
Cl (2.063, -0.413, -1.177)  -0.26
Cl (3.421, 1.245, 0.999)  -0.26

Atomic forces in eV per Å
-0.24 1.34 0.17
1.20 0.51 -0.83
1.07 -1.84 0.27
-1.03 0.42 1.05
-0.60 1.93 0.41
-0.86 -0.72 -0.14
0.45 -1.67 -1.35
0.02 0.03 0.42


10.
Here is a cluster of 2 separate species, CCl2FNO2 in total in a non-equilibrium geometry from the Open Molecules 2025 dataset. Energies are from wB97M-V/def2-TZVPD.

- Strongest force on any atom: 0.0671 Eh/bohr
- Spin multiplicity: 1
- Energy above the lowest of the compared OMol25 structures with the same formula, charge and spin: 55.0 kcal per mole
- Highest occupied orbital energy (spin up / spin down): -10.16 / -8.65 eV
- Orbital gap (spin up / spin down): 9.4977 / 6.7080 eV
- E_LUMO (spin up / spin down): -0.6646 / -1.9453 eV

Last column: natural (NBO) charge in e.
CARTESIAN COORDINATES (ANGSTROEM)
C (-1.123, 0.072, -0.506)  0.32
N (1.948, 0.126, 0.680)  0.45
O (2.285, -1.015, 0.754)  -0.30
O (0.875, 0.584, 0.209)  -0.35
F (-1.153, -0.712, -1.660)  -0.30
Cl (-1.460, 1.758, -0.469)  0.12
Cl (-1.372, -0.813, 0.992)  0.06

Atomic forces in eV per Å
1.20 -1.50 0.18
-0.63 -0.45 -0.22
-0.46 0.75 -0.25
1.28 -0.09 -0.01
-0.36 2.32 2.53
-0.40 -1.36 -0.83
-0.64 0.34 -1.41